Entry 1:
Entry from the OMol25 dataset: a structure of composition C4H4AgO at a distorted geometry (ωB97M-V with the def2-TZVPD basis set).

Each line ends with the Mulliken spin population.
CARTESIAN COORDINATES (ANGSTROEM)
C  0.616  -0.477  0.133  0.0901
C  1.790  0.162  -0.147  0.0583
O  1.947  1.482  -0.069  0.1200
Ag  0.201  1.995  0.656  0.1393
H  0.630  -1.575  0.106  0.0194
H  2.717  -0.410  -0.319  0.0170
C  -2.052  -0.324  -0.283  0.0158
C  -0.917  0.271  0.038  0.4976
H  -2.230  -1.370  -0.561  0.0285
H  -2.702  0.246  0.446  0.0140

## Properties
- Kohn-Sham gap (spin up / spin down) (eV) = 7.8226 / 6.5459
- calculated total energy (eV) = -10253.2668
- energy above the lowest of the compared OMol25 structures with the same formula, charge and spin (kJ/mol) = 0.0
- HOMO level (spin up / spin down) (eV) = -8.1 / -8.3
- <S²> = 0.760
- spin multiplicity = 2
- net charge = 0

Entry 2:
Entry from the OMol25 dataset: a structure of composition C4H4AgO5 at a distorted geometry (ωB97M-V with the def2-TZVPD basis set).

Each line ends with the Mulliken charge.
CARTESIAN COORDINATES (ANGSTROEM)
O  -1.171  -0.389  -0.384  -0.4299
H  2.507  0.918  -0.117  0.2511
O  -0.284  -1.897  1.080  -0.9684
O  1.127  -0.590  -0.134  -0.4321
C  1.421  0.780  -0.215  -0.3038
C  0.632  1.407  0.958  -0.3456
O  -0.098  0.333  1.498  -0.4281
C  -0.159  -0.731  0.521  1.0877
H  1.095  1.196  -1.183  0.2097
H  -0.038  2.209  0.611  0.2150
H  1.293  1.813  1.738  0.2498
Ag  -2.010  -3.212  0.085  0.3871
C  -1.859  -1.243  -1.830  -0.1568
O  -2.455  -0.595  -2.628  -0.3356

## Properties
- Kohn-Sham gap (spin up / spin down) (eV) = 5.6683 / 5.6672
- calculated total energy (eV) = -18447.4257
- energy above the lowest of the compared OMol25 structures with the same formula, charge and spin (kJ/mol) = 201.2
- HOMO level (spin up / spin down) (eV) = -3.6 / -3.6
- net charge = -1

Entry 3:
Entry from the OMol25 dataset: a structure of composition C4H4AlClF6O3P (ωB97M-V with the def2-TZVPD basis set).

Each line ends with the Mulliken charge.
CARTESIAN COORDINATES (ANGSTROEM)
O  3.156  0.808  2.215  -0.4466
P  3.087  -0.599  1.394  0.1146
Cl  4.648  -0.347  0.006  -0.3026
C  1.749  -0.098  0.242  0.0940
C  1.357  -1.064  -0.892  -0.4557
O  0.207  -0.528  -1.504  -0.3628
Al  -0.472  0.685  -0.415  0.1917
F  -0.118  2.275  -0.802  -0.4179
C  -2.495  0.699  -0.110  0.4558
F  -3.067  1.475  -1.120  -0.3200
F  -2.861  1.314  1.085  -0.3058
C  -3.271  -0.641  -0.138  0.7053
F  -4.525  -0.536  -0.596  -0.2923
F  -2.653  -1.529  -0.921  -0.2434
F  -3.347  -1.180  1.083  -0.2729
O  0.585  0.233  0.968  -0.4502
H  2.547  1.460  1.828  0.3820
H  2.144  0.802  -0.282  0.3674
H  1.128  -2.053  -0.457  0.2628
H  2.202  -1.176  -1.584  0.2966

## Properties
- Kohn-Sham gap (eV) = 9.4342
- calculated total energy (eV) = -55077.2839
- HOMO level (eV) = -6.2
- net charge = -1

Entry 4:
Entry from the OMol25 dataset: a structure of composition C4H4BaO2 at a distorted geometry (ωB97M-V with the def2-TZVPD basis set).

Each line ends with the Mulliken spin population.
CARTESIAN COORDINATES (ANGSTROEM)
H  0.305  -0.472  -1.667  -0.0351
O  -2.969  1.343  -0.257  0.0110
C  -2.081  0.763  0.085  -0.0066
C  -0.954  0.021  0.553  -0.0039
C  0.229  -0.097  -0.375  0.2853
C  0.953  -1.321  -0.591  0.6594
H  -1.161  -0.663  1.385  0.0031
H  0.997  -1.979  0.284  0.0607
H  1.899  -1.266  -1.130  -0.0141
O  0.514  0.841  0.549  0.0362
Ba  2.267  2.829  1.163  0.0040

## Properties
- Kohn-Sham gap (spin up / spin down) (eV) = 6.3683 / 7.7874
- calculated total energy (eV) = -8963.1565
- energy above the lowest of the compared OMol25 structures with the same formula, charge and spin (kJ/mol) = 505.4
- HOMO level (spin up / spin down) (eV) = -20.6 / -22.1
- <S²> = 0.763
- spin multiplicity = 2
- net charge = +3